{
  "formula": "CH3IO2S2",
  "method": "ωB97M-V/def2-TZVPD",
  "elements": ["C", "O", "O", "S", "S", "I", "H", "H", "H"],
  "positions_angstrom": [[-0.28668, -1.18849, 0.28812], [-0.89097, 1.48801, -0.95367], [0.41424, 1.25527, 1.10264], [-1.00418, 3.04318, -0.69324], [0.36805, 0.44298, -0.05649], [2.73740, -0.40081, -0.53171], [-0.26232, -1.65966, -0.73813], [0.29747, -1.76798, 1.06872], [-1.37300, -1.21251, 0.51376]],
  "atomic_forces_ev_per_a": [[-1.3, -1.4, -0.8], [-1.2, -0.7, -1.1], [0.6, 0.6, 2.3], [0.3, -0.3, 0.3], [0.4, 0.3, -0.8], [0.8, -0.2, -0.1], [0.4, 0.1, 1.1], [-0.5, 1.0, -1.1], [0.6, 0.6, 0.3]],
  "lowdin_charge": [-0.316, -0.920, -0.501, 0.708, 0.418, 0.398, 0.064, 0.079, 0.070],
  "e_above_lowest_ev": 3.8169,
  "homo_ev": [-9.0138, -8.2564],
  "homo_lumo_gap_ev": [6.558, 6.638],
  "e_tot_ha": -1284.30222
}

{
  "formula": "C6H10N2O2",
  "method": "ωB97M-V/def2-TZVPD",
  "elements": ["C", "C", "C", "C", "C", "C", "N", "N", "O", "O", "H", "H", "H", "H", "H", "H", "H", "H", "H", "H"],
  "positions_angstrom": [[-1.33222, -0.85026, 1.66330], [-2.79306, -0.35394, -0.16257], [-2.56359, -0.50143, 1.21622], [-0.45314, -1.07146, -0.36805], [-0.17033, 1.93556, -0.97263], [1.82301, -1.27135, -0.57243], [-0.28605, -1.17589, 0.89434], [-1.66616, -0.72135, -0.94046], [-3.81896, -0.04710, -0.73500], [0.56785, -1.27526, -1.17416], [-1.18760, -0.86525, 2.69980], [-3.34930, -0.12904, 1.86618], [-0.68893, 1.41182, -1.83734], [0.46570, 1.20882, -0.50378], [-0.98331, 2.31303, -0.28950], [0.33128, 2.76310, -1.44593], [2.47639, -1.28224, -1.50898], [2.10719, -2.10518, 0.14540], [1.79108, -0.30561, -0.00338], [-1.61252, -0.47401, -1.90216]],
  "atomic_forces_ev_per_a": [[-1.6, 0.3, -0.4], [-0.3, -0.8, -1.8], [0.2, 0.7, 1.2], [-1.6, 0.2, -0.2], [-2.3, -0.1, -1.1], [2.1, 0.7, 0.0], [1.0, -0.3, 0.4], [2.0, -0.6, 1.0], [0.0, 0.4, 0.1], [-2.0, -0.8, -1.2], [0.5, -0.1, 1.4], [0.2, -0.4, 0.1], [0.6, 0.7, 1.1], [0.4, 0.2, 0.3], [1.0, -0.4, -0.6], [0.5, 0.3, 0.3], [-0.3, 0.2, 1.8], [-0.9, 0.8, -1.1], [1.2, -0.9, -0.3], [-0.5, 0.0, -0.7]],
  "lowdin_charge": [-0.105, -0.489, 0.004, -0.448, -0.018, -0.086, 0.134, 0.214, 0.059, -0.046, 0.098, 0.121, 0.041, -0.015, 0.057, 0.017, 0.121, 0.112, 0.089, 0.140],
  "e_above_lowest_ev": 1.0681,
  "homo_ev": -9.1302,
  "smiles": "COc1nccc(=O)[nH]1.C",
  "homo_lumo_gap_ev": 9.851,
  "e_tot_ha": -494.60447
}

{
  "formula": "C8H17EuP2",
  "method": "ωB97M-V/def2-TZVPD",
  "elements": ["C", "C", "C", "C", "C", "Eu", "P", "H", "H", "H", "H", "H", "H", "H", "H", "C", "P", "C", "C", "H", "H", "H", "H", "H", "H", "H", "H", "H"],
  "positions_angstrom": [[-2.52653, -2.04956, -0.25410], [-1.84601, -3.21402, 0.20250], [-1.50575, -3.01984, 1.57824], [-2.04386, -1.77677, 1.99840], [-2.61225, -1.12317, 0.85931], [-1.18189, 1.74468, -0.19316], [-1.68980, 1.84786, -3.10599], [-2.93790, -1.89125, -1.25242], [-1.59288, -4.08303, -0.39851], [-0.98714, -3.74091, 2.21436], [-3.14332, -0.16413, 0.85603], [-2.00068, -1.35043, 2.99634], [-2.95360, 2.44338, -3.48934], [-1.90836, 0.55059, -3.72376], [-0.97957, 2.47342, -4.18572], [3.04551, 2.06612, 1.50238], [1.55618, 1.42825, 0.65549], [2.00150, 1.44501, -1.13634], [1.72114, -0.36815, 1.02766], [3.22936, 3.09538, 1.17162], [3.91431, 1.42621, 1.27201], [2.88062, 2.06859, 2.59202], [2.93533, 2.00504, -1.26995], [2.14605, 0.41468, -1.49333], [1.22223, 1.93459, -1.75648], [2.65730, -0.52996, 1.57114], [0.87970, -0.67912, 1.65821], [1.72031, -0.95346, 0.10339]],
  "atomic_forces_ev_per_a": [[0.6, 0.2, 0.7], [0.0, 1.1, 0.4], [-0.7, 0.3, -0.3], [0.6, 0.2, -0.7], [0.4, -0.6, -0.5], [-0.8, -0.6, 0.8], [-0.8, -0.1, -1.7], [0.1, -0.1, 0.3], [-0.1, 0.2, 0.1], [-0.2, 0.3, -0.2], [-0.2, -0.4, 0.1], [0.0, -0.1, -0.1], [0.6, -0.4, 0.3], [0.1, 0.7, 0.2], [-0.1, -0.4, 0.5], [0.2, 0.3, 0.0], [0.6, -0.6, 0.3], [0.2, 0.1, -0.3], [-0.3, 0.0, 0.3], [0.1, -0.2, 0.2], [-0.3, 0.3, 0.1], [0.0, 0.0, -0.4], [-0.2, -0.1, -0.1], [0.0, 0.4, 0.0], [0.4, -0.2, 0.2], [-0.1, -0.1, -0.1], [0.2, -0.2, -0.2], [-0.1, 0.0, 0.3]],
  "lowdin_charge": [-0.226, -0.195, -0.197, -0.228, -0.306, 0.735, 0.534, 0.049, 0.063, 0.068, 0.004, 0.060, -0.130, -0.124, -0.136, -0.307, 0.662, -0.332, -0.281, 0.039, 0.051, 0.049, 0.043, 0.040, -0.038, 0.040, 0.022, 0.039],
  "e_above_lowest_ev": 0.0000,
  "homo_ev": [-4.8109, -6.0831],
  "s2": 12.01,
  "homo_lumo_gap_ev": [4.663, 5.870],
  "multiplicity": 7,
  "e_tot_ha": -1707.75477
}

{
  "formula": "C21H20CoF6N2O2Si",
  "method": "ωB97M-V/def2-TZVPD",
  "elements": ["Co", "O", "C", "C", "C", "C", "C", "C", "N", "H", "H", "H", "H", "H", "H", "H", "C", "Si", "C", "C", "N", "C", "C", "C", "C", "C", "C", "F", "H", "H", "H", "H", "H", "H", "H", "H", "H", "H", "H", "H", "H", "F", "C", "C", "F", "C", "F", "C", "O", "C", "F", "C", "F"],
  "positions_angstrom": [[0.49999, -0.66666, 0.49205], [2.32240, -0.50325, 1.79071], [3.30374, -1.33607, 1.17256], [2.65397, -2.64689, 0.83230], [3.34437, -3.84598, 0.87018], [2.69236, -5.00592, 0.48991], [1.36759, -4.93695, 0.08994], [0.74366, -3.70431, 0.09073], [1.37390, -2.58396, 0.45535], [2.54759, 0.42072, 1.61439], [4.14783, -1.49612, 1.84423], [3.65015, -0.86990, 0.24774], [4.37659, -3.86206, 1.19303], [3.21133, -5.95537, 0.51013], [0.82049, -5.81856, -0.21184], [-0.28880, -3.59609, -0.21193], [1.42954, 2.49385, 1.52596], [-0.40859, 2.36691, 1.19284], [-0.76459, 3.39217, -0.33156], [-1.28384, 3.08569, 2.68089], [-0.80553, 0.69245, 0.98457], [-2.11595, 0.24396, 0.91639], [-3.25816, 1.04407, 0.73456], [-4.53639, 0.50764, 0.69662], [-4.74646, -0.85916, 0.81944], [-3.64277, -1.69075, 0.96674], [-2.39814, -1.11892, 1.00850], [-1.29693, -1.95807, 1.09801], [1.70522, 3.53999, 1.68467], [2.01260, 2.12717, 0.67346], [1.69611, 1.94988, 2.43907], [-0.70046, 4.46135, -0.10726], [-1.75294, 3.19503, -0.75255], [-0.02684, 3.16858, -1.10645], [-1.01951, 4.13943, 2.81116], [-0.97384, 2.54624, 3.58003], [-2.37031, 3.01967, 2.61282], [-3.12856, 2.11245, 0.62013], [-5.38264, 1.16966, 0.55981], [-5.74285, -1.27617, 0.78163], [-3.74046, -2.76570, 1.04744], [-0.66237, 1.72802, -5.51607], [-0.07551, 1.32131, -4.38379], [-0.65483, 0.33417, -3.60799], [-1.80760, -0.22519, -3.98520], [-0.02897, -0.07069, -2.44876], [-0.61050, -1.05258, -1.70587], [1.17398, 0.47254, -1.98561], [1.73335, 0.08630, -0.86231], [1.72930, 1.46143, -2.80287], [2.87797, 2.04600, -2.42655], [1.12133, 1.87963, -3.97146], [1.68895, 2.83908, -4.70991]],
  "atomic_forces_ev_per_a": [[0.1, 0.1, 0.0], [0.0, 0.0, -0.1], [-0.1, 0.0, 0.0], [-0.1, 0.0, 0.0], [0.1, 0.0, 0.0], [0.0, 0.0, 0.0], [0.0, 0.0, 0.0], [0.1, 0.0, 0.0], [0.0, -0.1, 0.1], [0.0, 0.0, 0.0], [0.0, 0.0, 0.0], [0.0, 0.0, 0.0], [0.0, 0.0, 0.0], [0.0, 0.0, 0.0], [0.0, 0.0, 0.0], [0.0, 0.0, 0.0], [0.1, 0.0, 0.0], [-0.1, -0.1, 0.0], [0.0, 0.1, -0.1], [0.0, 0.1, 0.1], [-0.2, -0.2, 0.0], [0.2, 0.3, 0.0], [0.0, 0.1, 0.1], [0.0, 0.0, 0.0], [0.0, 0.0, 0.0], [0.0, 0.0, 0.0], [-0.1, -0.1, -0.1], [-0.1, 0.0, 0.1], [0.0, 0.0, 0.0], [0.0, 0.0, 0.0], [0.0, 0.1, 0.0], [0.0, 0.0, 0.0], [0.0, 0.0, 0.0], [0.0, 0.0, 0.0], [0.0, 0.0, 0.0], [0.0, 0.0, 0.0], [0.0, 0.0, 0.0], [0.0, 0.0, 0.0], [0.0, 0.0, 0.0], [0.0, 0.0, 0.0], [0.0, 0.0, 0.0], [0.0, 0.0, 0.0], [-0.1, 0.0, 0.0], [0.0, 0.0, 0.0], [0.0, 0.0, 0.0], [-0.1, 0.0, 0.0], [0.0, 0.0, 0.0], [0.1, -0.1, 0.2], [-0.1, 0.0, -0.2], [0.1, 0.1, 0.0], [0.0, 0.0, 0.0], [0.1, 0.1, 0.0], [0.0, 0.0, 0.0]],
  "lowdin_charge": [0.779, -0.085, -0.152, -0.225, -0.003, -0.043, -0.039, -0.086, 0.058, 0.057, 0.130, 0.132, 0.120, 0.114, 0.111, 0.114, -0.166, 0.391, -0.152, -0.168, -0.131, -0.304, -0.044, -0.091, -0.103, -0.025, -0.210, -0.016, 0.044, 0.024, 0.033, 0.035, 0.025, 0.020, 0.032, 0.034, 0.020, 0.082, 0.103, 0.097, 0.116, 0.112, -0.150, -0.147, 0.122, -0.126, 0.068, -0.285, -0.142, -0.152, 0.102, -0.147, 0.118],
  "e_above_lowest_ev": 0.0000,
  "homo_ev": [-7.4467, -7.5649],
  "s2": 3.76,
  "homo_lumo_gap_ev": [7.381, 7.418],
  "multiplicity": 4,
  "e_tot_ha": -3343.74020
}

{
  "formula": "C4H5NO",
  "method": "ωB97M-V/def2-TZVPD",
  "elements": ["N", "C", "C", "C", "C", "O", "H", "H", "H", "H", "H"],
  "positions_angstrom": [[-1.74118, 0.24156, -2.30756], [-0.98863, 0.57613, -1.49298], [-0.02499, 0.98507, -0.46722], [-0.04259, 0.07236, 0.74807], [0.53405, -1.26854, 0.68847], [1.22573, -0.19459, 1.31464], [-0.24201, 2.01765, -0.17361], [0.98163, 0.96903, -0.89832], [-0.83237, 0.26851, 1.47327], [0.16731, -2.04083, 1.36286], [0.96305, -1.62635, -0.24764]],
  "atomic_forces_ev_per_a": [[0.9, 0.4, 1.0], [-0.8, -0.4, -0.9], [0.1, 0.1, 0.0], [-0.2, 0.1, -0.1], [-0.1, -0.3, -0.1], [0.2, 0.1, 0.1], [0.1, -0.1, 0.0], [-0.1, 0.0, 0.0], [0.1, 0.0, -0.1], [0.0, 0.1, -0.1], [0.0, 0.1, 0.1]],
  "lowdin_charge": [0.142, -0.216, -0.122, -0.311, -0.104, -0.035, 0.126, 0.134, 0.149, 0.116, 0.121],
  "e_above_lowest_ev": 1.5786,
  "homo_ev": -10.9653,
  "smiles": "N#CC[C@H]1CO1",
  "homo_lumo_gap_ev": 11.829,
  "e_tot_ha": -285.35657
}

{
  "formula": "C22H37N7",
  "method": "ωB97M-V/def2-TZVPD",
  "elements": ["C", "C", "N", "H", "H", "H", "C", "C", "N", "H", "H", "H", "C", "C", "N", "H", "H", "H", "C", "C", "C", "C", "N", "H", "H", "H", "H", "H", "H", "H", "C", "C", "C", "C", "N", "H", "H", "H", "H", "H", "H", "H", "C", "C", "C", "C", "N", "H", "H", "H", "H", "H", "H", "H", "C", "C", "C", "C", "N", "H", "H", "H", "H", "H", "H", "H"],
  "positions_angstrom": [[-1.96005, 5.25439, -2.06323], [-1.45849, 4.23666, -1.22214], [-1.15753, 3.53257, -0.35977], [-1.12171, 5.83188, -2.49474], [-2.55978, 5.99643, -1.48301], [-2.50888, 4.80256, -2.83003], [7.23895, 1.28901, 0.37592], [7.78039, 0.89473, -0.92458], [8.18722, 0.42307, -1.89786], [6.31684, 1.76382, 0.18251], [7.95876, 2.05884, 0.81191], [7.22753, 0.36363, 0.99332], [-0.44050, 0.46628, 0.63617], [-0.62903, -0.94367, 0.48444], [-0.66460, -2.05746, 0.39277], [-0.26190, 0.96456, -0.32257], [0.39368, 0.61077, 1.33564], [-1.30411, 0.93246, 1.03492], [-1.84567, 4.98262, 3.45019], [-3.27541, 4.84210, 3.95081], [-4.22177, 4.31753, 2.81931], [-4.29779, 5.08878, 1.62958], [-4.44893, 5.82333, 0.73841], [-1.82205, 5.44440, 2.44138], [-1.56155, 3.93974, 3.31606], [-1.05113, 5.49657, 3.99190], [-3.65326, 5.75176, 4.37541], [-3.36487, 4.13992, 4.77297], [-5.26070, 4.22131, 3.11994], [-3.90225, 3.29789, 2.59248], [-2.82064, -2.43363, -4.24730], [-3.88095, -3.15029, -5.09832], [-3.34061, -3.22433, -6.51784], [-2.43624, -4.29841, -6.80409], [-1.87324, -5.31340, -6.79507], [-1.93677, -3.03724, -3.99671], [-3.30030, -2.15048, -3.26853], [-2.35533, -1.57700, -4.76621], [-4.78964, -2.55203, -5.21115], [-4.09300, -4.11958, -4.64279], [-2.81553, -2.29148, -6.75113], [-4.20730, -3.22689, -7.16391], [2.17155, -3.39289, -0.38215], [2.79978, -2.84999, -1.65140], [3.76411, -1.72129, -1.41608], [3.24023, -0.62754, -0.50594], [2.85951, 0.20382, 0.22993], [1.68374, -2.68154, 0.19051], [3.02300, -3.78689, 0.23230], [1.44989, -4.21304, -0.60979], [2.00616, -2.52112, -2.37575], [3.31075, -3.52854, -2.27226], [4.09165, -1.20690, -2.37424], [4.71190, -2.10350, -0.93575], [2.10709, -3.04811, 4.19020], [1.21109, -2.18850, 3.32268], [-0.25022, -2.25596, 3.72448], [-0.51403, -1.31826, 4.86023], [-0.64653, -0.58824, 5.74489], [1.94391, -2.93777, 5.24964], [3.13312, -2.75712, 3.97676], [1.98338, -4.07425, 3.87840], [1.26387, -2.49687, 2.26772], [1.54422, -1.14169, 3.26641], [-0.57620, -3.30367, 3.93443], [-0.79385, -1.85185, 2.86972]],
  "atomic_forces_ev_per_a": [[0.7, 2.5, 0.1], [0.4, -0.9, 2.4], [0.0, 0.0, -0.7], [-0.3, -0.4, 0.0], [0.2, -0.8, -0.4], [-1.0, -0.3, -1.3], [2.5, 0.2, 0.3], [0.4, -1.0, -0.8], [-0.3, 0.6, 0.7], [-1.3, 0.3, 0.3], [-1.0, -1.1, -0.3], [-0.4, 0.9, -0.2], [0.8, 0.6, -0.1], [0.3, 3.4, 0.0], [-0.5, -4.2, -0.4], [0.3, -0.2, 0.3], [-0.1, 0.2, -0.4], [-0.9, 0.4, 0.5], [0.0, -0.7, -1.4], [-0.5, 0.5, -0.1], [0.5, -1.1, 1.4], [-0.1, 2.4, -2.4], [0.4, -1.4, 1.3], [-0.2, -0.2, 0.5], [0.7, 0.0, -0.2], [-0.6, -0.1, 0.7], [-0.4, 0.7, -0.1], [0.2, -0.3, 0.0], [-0.1, 0.0, 0.6], [0.0, 0.0, -0.3], [-0.3, 0.3, 1.3], [1.3, 0.6, 0.2], [-0.4, 1.1, -0.7], [0.5, -2.6, 0.6], [-0.3, 1.4, -0.4], [-0.5, -0.4, -0.1], [0.8, 0.1, -0.9], [-0.7, 0.0, 0.3], [0.1, -0.1, 0.6], [-0.2, 0.0, -0.4], [-0.2, 0.0, 0.1], [0.0, -0.4, -0.7], [1.8, -2.7, -0.9], [-2.1, 1.4, -0.8], [1.4, 1.8, 0.3], [-0.5, 1.0, 1.1], [0.9, -2.1, -1.9], [-1.0, 1.5, 0.8], [-0.8, 0.0, -0.2], [0.6, 0.6, 0.3], [0.4, 0.1, 0.8], [0.8, -1.5, -0.2], [-0.4, -0.7, 1.1], [-0.9, 0.4, -0.4], [0.5, 0.5, -0.9], [0.2, 0.2, -0.6], [-0.5, 0.7, 0.3], [0.1, -0.6, 0.2], [0.0, -0.4, -0.6], [-0.2, 0.1, 0.4], [0.2, -0.2, 0.1], [0.0, -0.5, 0.2], [0.1, -0.3, 0.4], [-0.1, -0.2, 0.4], [0.1, 1.0, 0.0], [-0.4, -0.3, 0.2]],
  "lowdin_charge": [-0.077, -0.283, 0.155, 0.098, 0.094, 0.062, -0.074, -0.303, 0.116, 0.055, 0.106, 0.096, -0.085, -0.297, 0.166, 0.070, 0.075, 0.054, -0.103, -0.237, -0.192, -0.249, 0.148, 0.070, 0.070, 0.074, 0.095, 0.104, 0.121, 0.121, -0.119, -0.244, -0.236, -0.229, 0.144, 0.074, 0.085, 0.072, 0.108, 0.117, 0.114, 0.114, -0.111, -0.283, -0.196, -0.191, 0.140, -0.022, 0.096, 0.095, 0.126, 0.090, 0.135, 0.131, -0.097, -0.287, -0.189, -0.222, 0.125, 0.072, 0.072, 0.072, 0.076, 0.114, 0.137, 0.070],
  "homo_ev": -11.2338,
  "smiles": "CCCC#N.CCCC#N.CCCC#N.CCCC#N.CC#N.CC#N.CC#N",
  "homo_lumo_gap_ev": 11.633,
  "e_tot_ha": -1243.65818
}